[1]
Entry from the Open Molecules 2025 dataset: a structure of composition C31H27BiGeN4O3S at a distorted geometry (wB97M-V/def2-TZVPD).

The net charge is +1. The LUMO energy (spin up / spin down) is -3.7 / -4.4 eV. As for the spin multiplicity: 2.

Element x y z (Å)
Bi -2.56109 -1.71968 -1.31777
N -6.75760 -0.09805 -0.66038
C -5.54447 -0.48615 -1.06290
S -4.83993 -1.82907 -0.17983
N -4.97939 0.09686 -2.07082
N -3.79203 -0.30609 -2.48984
C -3.33806 0.11910 -3.65880
C -2.13562 -0.39835 -4.17969
C -1.62033 -0.05878 -5.44934
C -0.47272 -0.67263 -5.89048
C 0.16965 -1.60801 -5.06747
C -0.37847 -1.88908 -3.83817
N -1.49449 -1.30736 -3.40425
H -7.19003 -0.54661 0.12921
H -7.23079 0.64907 -1.13889
H -3.93485 0.81617 -4.22472
H -2.14534 0.65926 -6.06026
H -0.07030 -0.45220 -6.86777
H 1.05552 -2.12127 -5.39905
H 0.06990 -2.60564 -3.16581
O 0.66069 -0.31177 3.67810
C -0.57886 -0.75802 3.90692
C -0.89641 -1.12247 5.21936
C -2.14892 -1.59231 5.54409
C -3.13546 -1.69481 4.56605
C -2.85409 -1.31548 3.27642
C -1.57526 -0.85958 2.91292
C -1.35536 -0.48161 1.52051
O -0.12326 -0.43477 1.08944
O -2.31130 -0.23914 0.76563
H 0.80763 -0.18592 2.72531
H -0.12351 -1.03327 5.96600
H -2.37134 -1.87810 6.56150
H -4.11481 -2.06752 4.82079
H -3.60287 -1.37804 2.50239
C -0.92887 1.89434 -0.91959
Ge 0.60756 0.89925 -0.12018
C 1.67274 -0.02317 -1.52625
C 2.19985 0.79721 -2.51762
C 3.08816 0.29731 -3.45244
C 3.47104 -1.03221 -3.39556
C 2.93453 -1.86180 -2.42508
C 2.03616 -1.36081 -1.49784
C 1.73345 1.84345 1.23518
C 1.44700 3.16110 1.49458
C 2.16625 3.88645 2.45557
C 3.17497 3.28721 3.15579
C 3.50523 1.93612 2.92464
C 4.52367 1.29104 3.65830
C 4.78915 -0.03597 3.47515
C 4.06531 -0.76997 2.52407
C 3.09780 -0.16448 1.77149
C 2.77685 1.19694 1.95180
H -0.61399 2.88725 -1.22197
H -1.75408 1.97837 -0.21931
H -1.26868 1.35265 -1.79914
H 1.92854 1.84395 -2.54155
H 3.48969 0.94463 -4.21771
H 4.18958 -1.41721 -4.10521
H 3.22606 -2.89991 -2.38112
H 1.62480 -2.00791 -0.73344
H 0.64342 3.65041 0.95778
H 1.90226 4.91694 2.64282
H 3.71743 3.83161 3.91563
H 5.08421 1.86459 4.38113
H 5.55364 -0.52893 4.05600
H 4.27634 -1.82043 2.39338
H 2.55346 -0.72669 1.02235



[2]
Entry from the Open Molecules 2025 dataset: a structure of composition C31H27ClHgN13O2S (wB97M-V/def2-TZVPD).

The LUMO energy (spin up / spin down) is -0.4 / -0.4 eV. As for the spin multiplicity: 2.

Element x y z (Å)
Hg -0.00693 -0.25963 0.21447
N -1.95620 3.18005 2.70552
C -0.98035 2.81871 1.86685
N -1.07132 1.52896 1.62888
C -2.13556 1.14069 2.38395
N -2.70756 2.11660 3.04981
C -2.55936 -0.26891 2.46929
C -3.73593 -0.66165 3.09647
N -4.08670 -1.93992 3.16226
C -3.26117 -2.81983 2.60265
C -2.08265 -2.43235 1.97950
N -1.74204 -1.15306 1.91697
H -2.15957 4.08772 3.08861
H -0.23398 3.49120 1.47817
H -4.39428 0.07205 3.54415
H -3.54401 -3.86390 2.65124
H -1.40520 -3.14326 1.52276
S -1.68501 -6.01942 -4.77974
N -2.68006 -5.00513 -4.00117
C -1.92084 -4.14988 -3.34458
C -2.40358 -3.05925 -2.50534
C -3.73348 -2.81612 -2.30130
C -4.12588 -1.73895 -1.47845
C -3.13094 -0.97328 -0.91648
N -1.82440 -1.17432 -1.09061
C -1.41377 -2.22791 -1.88277
C -0.03149 -2.47323 -2.04881
N 0.86723 -1.67528 -1.39162
C 2.17332 -1.88410 -1.53015
C 2.70870 -2.86670 -2.33733
C 1.81642 -3.71054 -3.01654
C 0.46413 -3.53129 -2.87478
C -0.52309 -4.37711 -3.52830
N -0.26045 -5.39846 -4.32096
H -4.46371 -3.45674 -2.77899
H -5.16450 -1.50407 -1.29908
H -3.39814 -0.12356 -0.29176
H 2.81289 -1.22009 -0.95668
H 3.77909 -2.97943 -2.42183
H 2.17222 -4.51368 -3.64954
Cl 5.46737 0.83231 5.39874
C 4.41980 0.76427 4.00616
C 4.45730 1.79785 3.05941
C 3.63341 1.76472 1.96859
C 2.70819 0.70250 1.73686
O 1.95129 0.77480 0.70043
C 2.71424 -0.35409 2.69895
C 1.92763 -1.56698 2.61415
O 1.17314 -1.92824 1.72056
C 3.56855 -0.28476 3.82066
H 5.14624 2.62090 3.20162
H 3.65882 2.55946 1.23370
H 2.06246 -2.24206 3.48070
H 3.54827 -1.09465 4.54089
C 0.73038 0.98292 -3.00423
N -0.13719 1.48944 -1.92463
C -1.47791 1.71183 -2.48780
N -1.45534 2.66483 -3.59809
C -0.56023 2.12928 -4.63102
N 0.79936 1.91592 -4.12903
C 1.31167 3.19499 -3.63440
N 0.46645 3.76073 -2.57541
C 0.39859 2.78546 -1.48806
C -0.88663 3.92529 -3.11733
H 0.33770 0.02550 -3.34780
H 1.73227 0.82445 -2.60247
H -2.13286 2.09301 -1.69890
H -1.87334 0.75863 -2.83696
H -0.52443 2.83097 -5.46653
H -0.96062 1.17863 -4.98764
H 1.36020 3.90391 -4.46306
H 2.31889 3.04604 -3.24077
H -0.26043 3.18202 -0.71289
H 1.39182 2.62696 -1.06327
H -0.85213 4.63706 -3.94424
H -1.53426 4.33053 -2.33592



| no. | molar mass (g/mol) |
| --- | --- |
| 1 | 817.2 |
| 2 | 881.8 |